Entry 1:
The following is a DFT calculation (ωB97M-V/def2-TZVPD) of a cluster of 7 separate species, C19H25Cl4F3O15 in total.

Results
DFT total energy	-109060.421	eV
net charge	0
gap between HOMO and LUMO	10.836	eV
max |F|	6.72	eV/A
E_LUMO	-0.071	eV
SMILES	O=C1OC[C@@H](F)O1.O=C1OC[C@@H](F)O1.O=C1OC[C@@H](F)O1.C[C@H]1COC(=O)O1.C[C@H]1COC(=O)O1.ClCCl.ClCCl
HOMO level	-0.4008	hartree

CARTESIAN COORDINATES (ANGSTROEM)
O (-12.30534, 9.89185, 8.09222)
C (-11.57445, 9.74718, 9.03088)
O (-11.87317, 10.02647, 10.27290)
C (-10.93880, 9.56445, 11.22404)
C (-9.72182, 9.30098, 10.35521)
F (-9.17776, 8.16560, 10.80845)
O (-10.29760, 9.15447, 9.02252)
H (-10.72132, 10.33540, 11.96326)
H (-11.23581, 8.65867, 11.75267)
H (-9.12660, 10.21203, 10.29361)
O (-8.39993, 15.88920, 18.58702)
C (-9.46670, 16.23105, 19.10536)
O (-10.54876, 16.78024, 18.47101)
C (-11.50264, 17.25201, 19.38876)
C (-11.15809, 16.48434, 20.60941)
F (-11.88880, 15.35150, 20.69624)
O (-9.79490, 16.17754, 20.31814)
H (-11.20639, 18.29524, 19.49815)
H (-12.56459, 17.10472, 19.19210)
H (-11.38181, 17.00126, 21.54261)
O (-9.33497, 10.73387, 20.96601)
C (-9.53451, 11.25449, 22.07459)
O (-8.78797, 12.14785, 22.61241)
C (-9.04761, 12.36054, 23.94929)
C (-10.08233, 11.25187, 24.31315)
F (-11.18081, 11.77699, 24.83835)
O (-10.50316, 10.94298, 23.00963)
H (-8.12317, 12.26214, 24.51833)
H (-9.47824, 13.33792, 24.16700)
H (-9.74508, 10.45748, 24.97897)
C (-3.24165, 11.53412, 17.84745)
C (-2.00319, 11.68824, 18.79451)
C (-2.08986, 11.21369, 20.25736)
O (-1.01501, 10.29080, 20.35568)
C (-0.47418, 10.01877, 19.13042)
O (0.34741, 9.09733, 18.92617)
O (-1.00167, 10.91050, 18.27947)
H (-4.04098, 12.09920, 18.32688)
H (-3.56877, 10.50263, 17.71672)
H (-2.90504, 11.91389, 16.88278)
H (-1.62680, 12.70947, 18.73472)
H (-3.08444, 10.85081, 20.51667)
H (-2.07356, 12.02438, 20.98580)
C (-12.38364, 9.73164, 16.36397)
C (-13.33630, 10.46255, 17.31411)
C (-12.75793, 11.72300, 17.91170)
O (-13.31430, 12.81068, 17.18143)
C (-14.30392, 12.34667, 16.42209)
O (-15.11326, 12.94110, 15.70928)
O (-14.38778, 10.98345, 16.54085)
H (-12.25883, 10.21515, 15.39508)
H (-12.75315, 8.74839, 16.07279)
H (-11.39238, 9.57859, 16.79068)
H (-13.56600, 9.94050, 18.24299)
H (-11.73782, 11.82616, 17.54176)
H (-12.86208, 11.68362, 18.99600)
Cl (-4.97810, 15.70785, 14.01941)
C (-6.03648, 17.05483, 14.47852)
Cl (-6.91181, 17.84418, 13.17906)
H (-6.76703, 16.53122, 15.09514)
H (-5.53070, 17.72298, 15.17556)
Cl (-7.67705, 10.74994, 14.78933)
C (-7.78138, 12.31818, 15.58662)
Cl (-9.19943, 13.12633, 14.99333)
H (-8.03870, 12.19931, 16.63913)
H (-6.81045, 12.77637, 15.39834)

---

Entry 2:
The following is a DFT calculation (ωB97M-V/def2-TZVPD) of a structure of composition C19H25ClIN4OPr.

Results
spin multiplicity	3
DFT total energy	-62799.768	eV
net charge	-2
gap between HOMO and LUMO (alpha / beta)	1.792 / 1.786	eV
max |F|	6.28	eV/A
E_LUMO (alpha / beta)	4.323 / 4.335	eV
<S²>	2.01
HOMO level (alpha / beta)	0.0930 / 0.0937	hartree

CARTESIAN COORDINATES (ANGSTROEM)
C (1.05688, 3.23667, -2.09534)
I (-1.87635, 3.67368, 0.05492)
H (1.98024, 3.51850, -2.66760)
H (1.10946, 3.72737, -1.09046)
H (0.10982, 3.60523, -2.56380)
C (-3.93399, -0.70643, -1.19952)
C (-3.67113, -0.24961, -2.46200)
N (-2.45052, 0.42567, -2.39365)
C (-1.91634, 0.32949, -1.16737)
N (-2.86718, -0.28845, -0.39159)
H (-4.76754, -1.27773, -0.77020)
H (-4.21695, -0.32150, -3.41222)
C (2.36392, 2.38027, 3.29869)
C (1.40889, 2.09446, 1.25880)
N (1.18081, 2.06516, 2.61294)
H (4.43333, 2.61986, 2.41699)
N (2.75522, 2.11884, 1.13560)
H (2.36873, 2.53720, 4.38458)
Pr (-0.23645, 0.86434, 0.30400)
C (0.96605, 1.78880, -1.94776)
O (1.34756, 0.78879, -2.49701)
C (3.35594, 2.41799, 2.35893)
C (3.44684, 1.93053, -0.12898)
H (4.52108, 1.83026, 0.07420)
H (3.28370, 2.77303, -0.81749)
H (3.10772, 1.02846, -0.66173)
C (-0.09168, 1.77662, 3.25923)
H (-0.24420, 2.41159, 4.14712)
H (-0.17135, 0.73093, 3.61461)
H (-0.96167, 1.96827, 2.60352)
C (-2.79591, -0.48629, 1.05535)
H (-3.66967, -0.05380, 1.56650)
H (-1.94749, 0.00054, 1.58816)
H (-2.72874, -1.55029, 1.34096)
C (-1.80607, 1.16801, -3.45842)
H (-1.50147, 2.16391, -3.10673)
H (-2.52132, 1.27304, -4.28375)
H (-0.89429, 0.66135, -3.80732)
Cl (-1.31069, -3.22560, -1.78506)
C (-0.23297, -3.82194, -0.57848)
C (-0.12360, -5.17860, -0.36990)
C (0.73268, -5.63464, 0.63926)
C (1.46200, -4.74555, 1.44246)
C (1.34976, -3.37060, 1.23891)
C (0.49991, -2.89098, 0.20538)
C (0.23731, -1.50797, -0.02855)
H (-0.70925, -5.83647, -1.00756)
H (0.80860, -6.70465, 0.77710)
H (2.12555, -5.12847, 2.22386)
H (1.88345, -2.63550, 1.85885)
H (0.55291, -1.06888, -0.99116)
H (-0.80157, -1.22493, 0.22273)

---

Entry 3:
The following is a DFT calculation (ωB97M-V/def2-TZVPD) of a structure of composition C19H25ClIrN3O7STe.

Results
spin multiplicity	2
DFT total energy	-72392.737	eV
net charge	+1
gap between HOMO and LUMO (alpha / beta)	7.488 / 7.474	eV
max |F|	1.23	eV/A
E_LUMO (alpha / beta)	-2.849 / -2.848	eV
<S²>	0.75
HOMO level (alpha / beta)	-0.3799 / -0.3793	hartree

CARTESIAN COORDINATES (ANGSTROEM)
Ir (-0.87533, -0.54044, -0.07358)
C (0.61142, -1.58952, -4.26516)
N (1.74531, -1.56585, -3.35174)
C (2.88781, -2.36728, -3.74998)
C (1.65531, -0.87908, -2.19758)
O (0.66132, -0.23948, -1.87421)
C (2.86076, -0.92870, -1.25482)
O (2.52972, -0.14830, -0.13847)
C (2.89256, -0.58989, 1.13178)
C (1.61846, -0.69903, 1.96290)
O (0.55121, -0.30071, 1.46919)
N (1.69503, -1.15859, 3.20504)
C (0.49090, -1.30102, 4.02125)
C (2.95756, -1.53300, 3.83488)
H (0.29056, -2.62018, -4.43051)
H (-0.20453, -1.01645, -3.83801)
H (0.89587, -1.15625, -5.22499)
H (2.66898, -3.43431, -3.65737)
H (3.12674, -2.15973, -4.79328)
H (3.77018, -2.13780, -3.16058)
H (3.08307, -1.96591, -0.97792)
H (3.74527, -0.52200, -1.75634)
H (3.44173, -1.53745, 1.12874)
H (3.53644, 0.15870, 1.60876)
H (-0.38610, -1.10567, 3.41446)
H (0.44871, -2.31405, 4.42078)
H (0.52056, -0.59348, 4.84984)
H (3.77372, -0.89862, 3.49893)
H (2.85559, -1.39633, 4.90877)
H (3.20318, -2.57885, 3.64220)
Te (0.02237, 2.32752, -1.33502)
C (-0.31343, 4.21840, -0.51245)
C (0.78304, 4.89540, 0.01372)
C (0.62538, 6.18906, 0.49308)
C (-0.62803, 6.78256, 0.48274)
C (-1.72310, 6.09229, -0.02140)
C (-1.56864, 4.81655, -0.54116)
H (1.75539, 4.42101, 0.06690)
H (1.47780, 6.72271, 0.89211)
H (-0.75504, 7.78466, 0.87011)
H (-2.70066, 6.55587, -0.02821)
H (-2.42244, 4.29753, -0.95919)
Cl (-3.49509, -5.28902, -1.12363)
C (-2.04406, -4.57674, -0.54225)
C (-0.98739, -5.35966, -0.10958)
C (0.15402, -4.71460, 0.33842)
C (0.19743, -3.33568, 0.34051)
N (-0.83201, -2.58626, -0.07161)
C (-1.93933, -3.19708, -0.51119)
H (-1.06330, -6.43785, -0.12587)
H (1.00985, -5.27555, 0.68666)
H (1.07457, -2.80143, 0.67039)
H (-2.74939, -2.55893, -0.83887)
O (-3.76717, 1.82355, -1.11702)
S (-2.82682, 0.80095, -0.86735)
O (-1.43374, 1.46241, -0.16963)
O (-3.09832, -0.17495, 0.21460)
O (-2.20479, 0.06075, -1.97580)

---

Entry 4:
The following is a DFT calculation (ωB97M-V/def2-TZVPD) of a structure of composition C19H25ClN2Zr.

Results
DFT total energy	-36878.266	eV
net charge	+2
gap between HOMO and LUMO	5.427	eV
max |F|	3.91	eV/A
E_LUMO	-8.241	eV
HOMO level	-0.5023	hartree

CARTESIAN COORDINATES (ANGSTROEM)
C (-0.17865, 0.64732, -5.75206)
C (-1.60763, 0.21250, -5.64574)
C (0.17520, 2.09485, -5.65660)
C (0.90267, -0.38665, -5.81982)
Cl (-0.04196, -0.32641, -1.47707)
H (0.23754, 2.63890, -6.63517)
H (1.14064, 2.24359, -5.12802)
H (-0.53737, 2.64835, -5.01074)
H (-2.14424, 0.11686, -6.62646)
H (-2.20257, 0.89230, -5.00352)
H (-1.70231, -0.76105, -5.11591)
H (1.20406, -0.68294, -6.85872)
H (0.62026, -1.31506, -5.27742)
H (1.81931, -0.06500, -5.28533)
C (-1.42811, 1.50390, 2.33479)
C (-0.52676, 2.36339, 1.61956)
C (-0.81165, 2.23600, 0.22990)
H (0.19373, 3.06263, 2.07149)
C (-1.85431, 1.26759, 0.05527)
C (-2.21852, 0.82434, 1.36389)
H (-2.97031, 0.07620, 1.56817)
H (-1.61706, 1.50413, 3.41008)
H (-0.34613, 2.84050, -0.53098)
H (-2.36958, 0.96984, -0.85483)
C (2.37688, -1.05870, 1.22072)
C (2.35451, -0.03240, 2.20443)
C (2.25843, 1.22366, 1.50852)
H (2.57336, -0.17028, 3.26531)
C (2.28301, 0.95275, 0.11512)
C (2.33937, -0.46544, -0.07691)
H (2.42469, -1.02688, -1.00223)
H (2.40587, -2.12658, 1.40579)
H (2.26693, 2.22217, 1.97254)
H (2.30919, 1.71754, -0.64804)
Zr (0.13029, 0.07179, 0.79455)
N (0.27739, 0.04525, 4.72702)
C (-0.21861, -1.13105, 4.30262)
C (-0.59826, -2.16058, 5.18795)
C (-1.10111, -3.36171, 4.70939)
C (-1.20988, -3.49601, 3.31049)
C (-0.81353, -2.42929, 2.48392)
N (-0.32617, -1.25486, 2.93110)
H (0.52545, 0.76706, 4.05040)
H (0.39470, 0.24179, 5.69761)
H (-0.48684, -1.99281, 6.24529)
H (-1.40851, -4.19239, 5.37173)
H (-1.59718, -4.41802, 2.86611)
H (-0.89618, -2.53109, 1.38180)

---

Entry 5:
The following is a DFT calculation (ωB97M-V/def2-TZVPD) of the molecule C19H25FN6O2.

Results
DFT total energy	-35861.286	eV
net charge	0
gap between HOMO and LUMO	9.683	eV
max |F|	1.52	eV/A
E_LUMO	0.650	eV
SMILES	O=C(CCn1nnnc1CN1CCOCC1)N1CC[C@H](c2ccccc2F)C1
HOMO level	-0.3320	hartree

CARTESIAN COORDINATES (ANGSTROEM)
O (0.58362, 3.03659, 0.47326)
C (-0.24405, 2.52794, -0.26658)
C (0.03730, 2.39895, -1.76317)
C (1.23440, 1.44532, -1.89488)
N (0.97535, 0.25758, -1.12840)
N (0.04207, -0.62057, -1.50985)
N (-0.08021, -1.47951, -0.58524)
N (0.73386, -1.21609, 0.42568)
C (1.39662, -0.12552, 0.10643)
C (2.46407, 0.50765, 0.92910)
N (3.77670, -0.08337, 0.74334)
C (3.84969, -1.47895, 1.14460)
C (5.31256, -1.92009, 1.10335)
O (5.86365, -1.75040, -0.18235)
C (5.77522, -0.40535, -0.58083)
C (4.32376, 0.08003, -0.59047)
N (-1.37523, 1.98202, 0.19968)
C (-1.61172, 1.89522, 1.63280)
C (-2.51971, 0.68193, 1.76364)
C (-3.41249, 0.81411, 0.52188)
C (-4.11310, -0.46008, 0.13854)
C (-3.41892, -1.62208, -0.18251)
C (-4.09244, -2.78274, -0.51951)
C (-5.47651, -2.81157, -0.54219)
C (-6.19205, -1.67068, -0.22706)
C (-5.50110, -0.52128, 0.10592)
F (-6.21939, 0.58768, 0.40938)
C (-2.43325, 1.32457, -0.55066)
H (-0.81553, 2.01317, -2.31511)
H (0.31637, 3.37625, -2.15627)
H (2.13288, 1.92104, -1.49981)
H (1.39205, 1.15871, -2.93728)
H (2.52001, 1.57792, 0.71511)
H (2.19164, 0.37894, 1.97963)
H (3.46294, -1.57292, 2.16021)
H (3.25641, -2.13101, 0.48308)
H (5.40148, -2.98170, 1.33782)
H (5.88679, -1.33097, 1.83392)
H (6.20636, -0.35034, -1.58199)
H (6.35605, 0.22848, 0.10601)
H (4.30237, 1.13926, -0.85766)
H (3.76280, -0.49727, -1.34793)
H (-0.65736, 1.79723, 2.15262)
H (-2.10756, 2.80670, 1.98499)
H (-3.09256, 0.68451, 2.68783)
H (-1.93491, -0.23716, 1.71241)
H (-4.15962, 1.58883, 0.71447)
H (-2.33863, -1.63081, -0.17619)
H (-3.52806, -3.66872, -0.76505)
H (-6.00063, -3.71773, -0.80431)
H (-7.27052, -1.65645, -0.23483)
H (-2.92329, 2.02674, -1.23209)
H (-2.03816, 0.48601, -1.13350)